A molecular structure, C21H22MoN4O3S. Source: OMol25; level of theory: ωB97M-V/def2-TZVPD.

The geometry in ORCA input format:
```
! RIJCOSX wB97M-V def2-TZVPD def2/J DEFGRID3
* xyz 2 3
Mo -0.841 -0.447 0.852
O 0.688 0.472 1.894
N 1.735 -0.258 2.446
N 1.481 -1.579 2.353
O 0.344 -2.017 1.731
C 2.498 -2.477 2.633
C 2.430 -3.667 1.918
C 3.636 -4.285 1.688
C 4.826 -3.975 2.313
C 4.762 -2.861 3.229
C 3.675 -2.000 3.231
H 1.455 -4.165 1.753
H 3.530 -5.010 0.898
H 5.750 -4.540 2.226
H 5.609 -2.559 3.753
H 3.615 -1.032 3.726
S -4.872 1.067 1.360
C -3.927 1.784 2.615
C -2.687 1.176 2.757
C -2.467 0.128 1.846
C -3.579 -0.094 1.042
C -3.624 -1.273 0.123
C -4.754 -1.853 -0.446
C -4.730 -2.785 -1.450
C -3.478 -3.132 -1.936
C -2.368 -2.569 -1.343
N -2.397 -1.625 -0.420
H -4.254 2.677 3.202
H -1.935 1.338 3.578
H -5.696 -1.337 -0.203
H -5.644 -3.193 -1.947
H -3.337 -3.879 -2.678
H -1.423 -2.870 -1.735
O -1.051 1.115 -0.640
C -0.195 1.900 -1.260
C -0.529 2.125 -2.708
C 0.561 2.684 -3.622
C 1.142 4.007 -3.310
C 2.207 3.901 -2.205
C 1.646 3.494 -0.820
N 0.922 2.258 -0.618
H -1.401 2.744 -2.734
H -0.903 1.103 -3.033
H 0.099 2.579 -4.628
H 1.431 1.982 -3.709
H 0.325 4.660 -2.871
H 1.706 4.510 -4.071
H 2.759 4.808 -2.056
H 2.919 3.188 -2.525
H 0.992 4.371 -0.557
H 2.467 3.449 -0.068
H 0.882 1.963 0.425
*
```

Results
E, a.u.: -1723.8387
HOMO energy (alpha / beta), eV: -14.4 / -14.5
M, g/mol: 506.44
⟨S²⟩: 2.0632
Largest force on an atom, hartree/bohr: 0.1023


A single C21H22N2O3 molecule. Source: OMol25; level of theory: ωB97M-V/def2-TZVPD.

The geometry in ORCA input format:
```
! RIJCOSX wB97M-V def2-TZVPD def2/J DEFGRID3
* xyz 0 1
C -2.282 -1.193 -2.069
O -1.588 -1.735 -0.971
C -0.256 -1.465 -0.869
C 0.421 -0.514 -1.613
C 1.785 -0.336 -1.461
C 2.508 -1.131 -0.583
C 3.964 -0.997 -0.483
C 4.611 0.165 -0.418
C 3.907 1.477 -0.301
O 4.116 2.428 -1.028
N 3.058 1.504 0.753
C 2.088 2.553 0.987
C 0.687 1.995 0.963
C 0.360 0.960 1.853
C -0.888 0.381 1.872
C -1.836 0.874 0.986
N -3.141 0.527 0.795
C -3.682 1.315 -0.189
C -5.102 1.149 -0.600
C -2.731 2.185 -0.641
C -1.536 1.929 0.090
C -0.254 2.476 0.077
C 1.830 -2.090 0.175
C 0.461 -2.247 0.064
O -0.287 -3.129 0.787
C 0.365 -3.937 1.733
H -3.280 -1.629 -2.028
H -2.360 -0.104 -2.007
H -1.807 -1.470 -3.015
H -0.110 0.104 -2.318
H 2.295 0.406 -2.055
H 4.524 -1.925 -0.498
H 5.689 0.214 -0.454
H 2.898 0.640 1.246
H 2.290 3.018 1.961
H 2.231 3.301 0.205
H 1.110 0.614 2.552
H -1.126 -0.423 2.552
H -3.614 -0.231 1.255
H -5.327 1.805 -1.436
H -5.299 0.119 -0.898
H -5.771 1.395 0.225
H -2.861 2.927 -1.403
H -0.006 3.270 -0.612
H 2.398 -2.700 0.860
H -0.415 -4.543 2.191
H 0.857 -3.337 2.506
H 1.103 -4.596 1.263
*
```

Results
E, a.u.: -1148.6602
SMILES: COc1ccc(/C=C\C(=O)NCc2ccc3[nH]c(C)cc3c2)cc1OC
HOMO energy, eV: -7.7
M, g/mol: 350.42
Largest force on an atom, hartree/bohr: 0.0140


A molecular structure, C21H22N2O3PW. Source: OMol25; level of theory: ωB97M-V/def2-TZVPD.

The geometry in ORCA input format:
```
! RIJCOSX wB97M-V def2-TZVPD def2/J DEFGRID3
* xyz 3 3
W 0.344 -0.545 0.301
C -2.971 1.824 1.982
C -1.953 0.778 1.626
C -2.494 -0.643 1.477
O -1.257 1.044 0.338
C -0.767 0.737 2.652
O -0.706 1.313 3.675
O 0.159 -0.076 2.092
H -3.884 1.709 1.398
H -2.573 2.831 1.836
H -3.219 1.736 3.039
H -3.363 -0.662 0.821
H -2.781 -1.050 2.447
H -1.712 -1.329 1.053
H -1.312 1.989 0.138
N 2.184 -0.023 -2.266
P 2.601 -0.220 -0.643
C 4.376 -0.071 -0.528
C 4.978 1.124 -0.941
C 6.355 1.227 -0.881
C 7.112 0.173 -0.378
C 6.498 -0.996 0.062
C 5.123 -1.127 0.007
C 2.098 -1.977 -0.269
C 1.829 -3.004 -1.177
C 1.294 -4.207 -0.723
C 0.979 -4.387 0.622
C 1.263 -3.388 1.548
C 1.819 -2.173 1.123
C 0.877 -0.126 -2.690
C 0.514 0.133 -4.006
C -0.794 -0.064 -4.394
C -1.723 -0.551 -3.463
C -1.312 -0.779 -2.184
N -0.025 -0.562 -1.763
H 2.866 0.317 -2.933
H 4.390 1.959 -1.303
H 6.839 2.137 -1.209
H 8.189 0.267 -0.321
H 7.095 -1.810 0.450
H 4.656 -2.042 0.345
H 2.058 -2.869 -2.228
H 1.114 -5.014 -1.423
H 0.548 -5.323 0.954
H 1.112 -3.566 2.607
H 2.300 -1.532 1.863
H 1.258 0.481 -4.711
H -1.099 0.144 -5.411
H -2.748 -0.738 -3.753
H -1.996 -1.170 -1.442
*
```

Results
E, a.u.: -1556.0623
HOMO energy (alpha / beta), eV: -18.2 / -18.2
M, g/mol: 565.23
⟨S²⟩: 2.0246
Largest force on an atom, hartree/bohr: 0.0406


A molecular structure, C21H22N4O3S8Se2Ti. Source: OMol25; level of theory: ωB97M-V/def2-TZVPD.

The geometry in ORCA input format:
```
! RIJCOSX wB97M-V def2-TZVPD def2/J DEFGRID3
* xyz -2 1
Ti -0.439 0.100 0.964
O -1.059 0.839 2.234
N 0.831 1.735 0.585
C 0.287 2.911 0.927
C 1.008 3.979 1.410
C 2.382 3.802 1.630
C 2.964 2.626 1.258
C 2.182 1.595 0.670
S 2.942 0.246 0.006
H -0.788 2.983 0.790
H 0.518 4.912 1.645
H 2.970 4.590 2.088
H 4.023 2.443 1.380
C 1.505 -2.122 -2.379
Se -0.041 -1.401 -1.430
C -0.669 -0.431 -3.060
C 0.317 0.618 -3.531
Se 0.104 2.359 -2.627
C 1.948 2.930 -3.022
H 1.668 -3.113 -1.970
H 2.375 -1.490 -2.205
H 1.270 -2.181 -3.441
H -1.640 0.018 -2.843
H -0.798 -1.200 -3.830
H 0.193 0.820 -4.600
H 1.349 0.316 -3.337
H 2.173 2.766 -4.074
H 2.622 2.351 -2.395
H 2.023 3.989 -2.783
S -7.131 -1.663 -1.680
C -5.648 -1.275 -1.068
S -4.820 0.199 -1.444
C -3.364 -0.088 -0.502
C -3.321 -1.261 0.185
S -2.031 -1.836 1.160
S -4.738 -2.293 0.002
S -2.132 1.120 -0.555
N 7.727 -3.073 1.590
C 6.380 -3.354 1.347
C 5.647 -2.584 0.447
C 4.332 -2.899 0.162
C 3.736 -3.980 0.783
C 4.452 -4.757 1.673
C 5.769 -4.450 1.957
S 2.001 -4.358 0.487
O 1.908 -4.875 -0.856
O 1.595 -5.276 1.529
N 1.239 -2.925 0.577
C 1.259 -2.334 1.747
S 1.915 -3.120 3.206
C 1.607 -1.656 4.095
C 1.041 -0.729 3.302
N 0.857 -1.099 1.995
H 7.989 -2.116 1.407
H 8.061 -3.401 2.484
H 6.099 -1.715 -0.012
H 3.755 -2.284 -0.509
H 3.947 -5.581 2.156
H 6.328 -5.041 2.671
H 1.853 -1.588 5.136
H 0.713 0.262 3.592
*
```

Results
E, a.u.: -10096.2159
HOMO energy, eV: -1.4
M, g/mol: 840.76
Largest force on an atom, hartree/bohr: 0.0370


A single C21H22N4O4S molecule. Source: OMol25; level of theory: ωB97M-V/def2-TZVPD.

The geometry in ORCA input format:
```
! RIJCOSX wB97M-V def2-TZVPD def2/J DEFGRID3
* xyz 0 1
C -6.275 -0.516 -1.099
O -5.745 0.432 -0.178
C -4.741 0.025 0.584
O -4.332 -1.103 0.656
C -4.142 1.181 1.357
S -3.222 2.235 0.169
C -2.651 0.963 -0.891
N -3.249 0.521 -1.959
N -2.504 -0.469 -2.461
C -1.462 -0.635 -1.691
C -0.372 -1.620 -1.920
N 0.930 -1.018 -1.749
C 1.813 -1.439 -0.810
O 1.615 -2.429 -0.130
C 3.037 -0.606 -0.658
C 4.181 -1.221 -0.158
C 5.330 -0.482 0.049
C 5.339 0.875 -0.222
C 4.201 1.511 -0.703
C 4.217 2.982 -0.989
C 3.057 0.759 -0.925
N -1.494 0.265 -0.666
C -0.568 0.449 0.381
C 0.078 1.666 0.522
C 1.019 1.834 1.522
C 1.306 0.779 2.370
C 0.643 -0.430 2.254
C -0.319 -0.614 1.266
O -1.058 -1.724 1.077
C -0.795 -2.862 1.868
H -7.234 -0.122 -1.423
H -6.393 -1.488 -0.616
H -5.591 -0.609 -1.945
H -3.454 0.817 2.119
H -4.911 1.818 1.787
H -0.439 -2.433 -1.187
H -0.494 -2.031 -2.926
H 1.164 -0.237 -2.341
H 4.146 -2.276 0.063
H 6.219 -0.962 0.430
H 6.236 1.453 -0.050
H 3.207 3.380 -1.045
H 4.712 3.172 -1.942
H 4.765 3.518 -0.217
H 2.167 1.262 -1.276
H -0.162 2.470 -0.158
H 1.530 2.777 1.629
H 2.054 0.896 3.139
H 0.884 -1.234 2.929
H -0.949 -2.654 2.931
H 0.223 -3.220 1.694
H -1.515 -3.609 1.540
*
```

Results
E, a.u.: -1731.6340
SMILES: COC(=O)CSc1nnc(CNC(=O)c2cccc(C)c2)n1-c1ccccc1OC
HOMO energy, eV: -8.7
M, g/mol: 426.50
Largest force on an atom, hartree/bohr: 0.0237


A single C21H22N6O4S molecule. Source: OMol25; level of theory: ωB97M-V/def2-TZVPD.

The geometry in ORCA input format:
```
! RIJCOSX wB97M-V def2-TZVPD def2/J DEFGRID3
* xyz 0 1
C -6.932 -2.344 -0.574
C -6.140 -1.758 -1.740
O -5.511 -0.536 -1.414
C -4.393 -0.538 -0.642
C -3.699 -1.653 -0.221
C -2.542 -1.527 0.559
C -1.908 -2.700 1.017
N -1.431 -3.665 1.416
C -2.066 -0.260 0.913
N -0.900 -0.179 1.678
C -0.410 0.903 2.325
O -0.904 2.009 2.349
C 0.882 0.601 3.082
S 2.349 0.880 2.033
C 2.399 -0.621 1.181
N 1.471 -1.561 1.237
N 1.900 -2.557 0.480
N 3.021 -2.300 -0.033
N 3.401 -1.074 0.374
C 4.627 -0.522 -0.015
C 5.601 -1.380 -0.510
C 6.828 -0.887 -0.910
C 7.096 0.477 -0.818
O 8.261 1.067 -1.175
C 9.302 0.265 -1.682
C 6.105 1.332 -0.328
C 4.880 0.844 0.068
C -2.767 0.867 0.492
C -3.917 0.747 -0.270
O -4.656 1.786 -0.711
C -4.261 3.104 -0.378
C -5.285 4.053 -0.979
H -7.665 -1.619 -0.228
H -6.279 -2.595 0.257
H -7.450 -3.242 -0.899
H -6.821 -1.497 -2.555
H -5.410 -2.483 -2.120
H -4.025 -2.648 -0.475
H -0.330 -1.028 1.694
H 0.990 1.319 3.895
H 0.925 -0.421 3.454
H 5.384 -2.434 -0.580
H 7.566 -1.576 -1.288
H 9.005 -0.241 -2.606
H 10.122 0.949 -1.895
H 9.631 -0.477 -0.948
H 6.321 2.387 -0.270
H 4.126 1.524 0.429
H -2.397 1.834 0.783
H -3.262 3.312 -0.786
H -4.224 3.223 0.713
H -6.270 3.839 -0.574
H -5.018 5.080 -0.748
H -5.321 3.925 -2.057
*
```

Results
E, a.u.: -1841.0753
SMILES: CCOc1cc(C#N)c(NC(=O)CSc2nnnn2-c2ccc(OC)cc2)cc1OCC
HOMO energy, eV: -7.9
M, g/mol: 454.51
Largest force on an atom, hartree/bohr: 0.0379